No. 1
Here is a molecular structure, C31H43INO8PS at a distorted geometry from the OMol25 dataset. Energies are from wB97M-V/def2-TZVPD.

Cartesian coordinates (Å):
O: -2.872 1.917 4.443
H: 1.664 -4.282 0.109
H: 3.393 5.122 2.790
O: 2.991 -1.036 5.264
C: -3.876 3.876 -4.499
H: 0.360 2.139 0.190
P: 2.904 0.036 4.046
H: 3.175 -0.502 6.051
O: -2.996 1.277 2.217
H: 0.472 -3.693 -1.113
H: 1.148 -4.411 -4.808
C: -4.607 3.353 -3.441
H: 1.427 0.774 6.229
C: 0.835 -1.150 -0.984
C: -0.280 1.633 0.929
H: 0.839 3.821 1.394
C: -0.745 1.303 -4.127
I: 3.067 2.382 1.332
C: -5.986 3.227 -3.546
H: -0.247 2.281 -4.028
C: 1.140 -1.438 -2.309
H: -3.951 4.691 -6.483
H: 2.965 -5.327 -3.420
C: 0.026 -6.236 -4.831
H: 0.615 4.329 3.847
H: -4.103 3.042 -2.534
H: -1.817 1.480 -3.984
N: 0.011 1.610 4.813
C: 1.401 -2.073 0.101
H: 0.079 -3.755 0.605
H: -1.294 1.988 0.707
H: 2.172 6.147 3.550
H: -0.480 -0.623 7.306
H: -1.111 1.533 -1.522
C: 0.141 2.068 2.375
H: 1.961 5.610 1.872
H: -6.407 4.479 -6.665
S: -2.104 1.626 3.282
C: 0.351 0.877 6.022
O: -1.057 2.815 2.826
H: 2.212 3.573 4.116
C: 0.885 -3.539 -0.111
O: -1.073 0.348 3.302
H: 0.939 -1.761 1.043
C: -0.163 0.393 -3.055
C: 1.563 4.044 3.368
C: 2.315 5.302 2.865
C: 2.130 -5.958 -3.698
H: 3.268 -2.752 0.952
H: 0.294 2.576 4.903
H: 1.790 -2.270 -2.583
C: 1.222 -0.146 3.337
C: 1.106 -5.441 -4.475
H: 3.305 -2.501 -0.808
C: 0.669 -0.670 -3.360
H: -0.775 -5.826 -5.432
C: 0.036 -0.052 -0.678
C: -0.023 -7.558 -4.410
C: 2.082 -7.280 -3.276
H: -6.556 2.816 -2.723
C: -6.632 3.629 -4.707
C: 2.944 -2.084 0.139
H: -0.516 0.946 -5.136
H: -1.305 -0.591 5.764
H: 2.880 -7.685 -2.667
H: 3.579 -1.226 2.464
H: 0.968 -9.113 -3.311
O: 3.244 1.359 4.582
C: -0.317 -0.505 6.224
C: -0.464 0.683 -1.746
H: 0.790 -1.048 3.792
C: 1.225 3.142 2.163
H: -0.003 1.497 6.859
H: 0.936 -0.879 -4.393
H: 0.373 -1.306 5.940
H: -7.707 3.529 -4.790
H: -0.865 -8.182 -4.684
C: -5.901 4.160 -5.762
O: 3.971 -0.489 2.963
H: 1.360 -0.417 2.284
C: 0.245 1.026 3.522
C: 1.006 -8.081 -3.636
H: 3.309 -1.060 0.300
O: -0.228 0.234 0.634
H: -2.799 3.969 -4.419
C: -4.522 4.281 -5.659

Calculated values
* F_max: 3.4 eV/A
* LUMO energy: 0.18 eV
* gap between HOMO and LUMO: 8.91 eV

=====

No. 2
Here is a molecular structure, C31H43N5O8S2SbSn from the OMol25 dataset. Energies are from wB97M-V/def2-TZVPD.

Cartesian coordinates (Å):
H: 2.443 -2.169 1.610
C: 3.055 7.278 -1.468
H: -0.593 -2.318 2.452
H: -3.989 0.551 -0.992
C: -4.244 5.308 -0.734
H: 4.510 -1.468 0.413
H: 0.637 5.338 1.153
C: -4.183 4.572 0.445
H: 3.645 0.610 -0.438
O: -1.404 1.062 0.128
C: 3.547 -1.416 -0.099
O: 1.139 -2.261 -1.376
C: -1.613 -4.029 -2.153
C: 1.937 8.649 0.466
N: 1.345 2.483 -0.466
H: -2.154 -1.922 3.186
H: 2.854 -3.404 0.387
S: 1.268 9.513 1.899
C: -2.614 3.095 -0.556
H: -4.790 4.869 1.291
C: -2.628 -2.902 -2.058
C: 2.547 -2.371 0.543
C: -2.245 -1.747 -2.969
S: -1.527 3.126 -2.885
C: 1.944 5.192 -0.538
C: -2.656 3.857 -1.718
H: -6.668 -1.534 0.500
Sn: 0.423 0.263 -1.203
H: -4.149 -4.530 1.383
C: 1.083 4.675 0.427
N: -1.333 1.736 -1.997
H: -4.036 -3.869 -3.335
N: 2.965 -0.054 -0.084
H: -5.758 -2.743 -0.398
C: -5.717 -2.078 0.463
C: 0.818 3.323 0.432
H: -3.560 0.392 1.615
H: -2.870 -0.863 -2.832
O: 2.284 9.310 2.928
H: 3.688 -1.706 -1.139
H: -1.555 -4.346 -3.201
C: 2.236 6.653 -0.540
C: 3.266 8.639 -1.326
O: -0.288 3.856 -2.855
Sb: -2.601 -2.039 0.039
H: -4.340 -4.182 -1.629
O: -2.120 2.840 -4.152
O: 0.022 8.872 2.266
H: -5.703 0.514 -0.590
C: -1.362 -4.625 1.143
C: -2.239 -3.521 1.711
H: 3.899 9.188 -2.013
H: -1.905 -5.246 0.432
H: -3.319 2.872 1.460
C: -3.577 -4.062 2.186
H: -1.319 -3.415 3.640
H: -3.494 5.541 -2.752
C: -1.532 -2.736 2.806
C: -3.362 3.454 0.549
H: -4.776 -2.616 -2.348
H: -1.202 -1.468 -2.819
H: -4.296 -0.943 2.518
C: -4.593 -1.053 0.363
C: -3.464 4.966 -1.837
C: 2.159 2.979 -1.395
H: 2.545 2.275 -2.126
H: -4.904 6.164 -0.797
C: -4.424 -0.274 1.664
O: 1.095 10.910 1.575
H: -0.465 -4.230 0.665
O: 0.330 -1.452 0.519
N: 2.711 9.345 -0.343
H: -2.349 -2.067 -4.011
H: 3.176 4.650 -2.232
H: 2.789 0.223 0.879
C: -4.833 -0.114 -0.814
H: -1.042 -5.274 1.966
H: -4.181 -3.289 2.660
H: -5.654 -2.678 1.366
H: 0.160 2.881 1.171
C: -4.033 -3.411 -2.339
N: 1.666 7.359 0.439
H: -5.052 -0.655 -1.733
H: 3.521 6.737 -2.279
C: 2.503 4.315 -1.457
H: -1.912 -4.896 -1.568
H: -5.321 0.329 1.847
C: -1.764 1.892 -0.755
H: -3.382 -4.831 2.943
C: 1.236 -2.077 -0.151
H: -0.616 -3.709 -1.853

Calculated values
* net charge: +1
* F_max: 0.7 eV/A
* energy above the lowest of the compared OMol25 structures with the same formula, charge and spin: 3.3707 eV
* LUMO energy (spin up / spin down): -4.68 / -5.97 eV
* gap between HOMO and LUMO (spin up / spin down): 6.45 / 5.00 eV